Below is a molecular structure, C6H6O2 in a non-equilibrium geometry, with properties calculated with the ωB97M-V functional and the def2-TZVPD basis.

Output
* HOMO-LUMO gap: 9.06 eV
* LUMO level: 0.495 eV
* ΔE to the lowest compared entry with this formula, charge and spin: 127.66 kcal per mole

```
! wB97M-V def2-TZVPD RIJCOSX def2/J DEFGRID3
* xyz 0 1
C 1.207 -0.149 0.385
C 0.700 1.160 -0.105
C -0.575 0.631 0.009
C -2.012 0.619 -0.096
C -1.360 -1.476 0.051
C -0.247 -0.768 0.087
H 3.158 -0.256 -0.596
H 1.394 -0.208 1.496
H 1.008 1.834 0.521
H 1.054 1.608 -1.026
H -2.679 1.330 -0.108
H -1.454 -2.611 -0.270
O 2.267 -1.086 -0.262
O -2.460 -0.627 -0.085
*
```

***

Below is C2H3N3O in the gas phase, with properties calculated with the ωB97M-V functional and the def2-TZVPD basis.

Output
* HOMO-LUMO gap: 10.61 eV
* LUMO level: 0.870 eV
* ΔE to the lowest compared entry with this formula, charge and spin: 10.25 kcal per mole

```
! wB97M-V def2-TZVPD RIJCOSX def2/J DEFGRID3
* xyz 0 1
O -2.134 0.312 -0.579
C -0.860 0.122 -0.181
N 0.123 1.052 -0.326
C 1.163 0.442 0.205
N 0.806 -0.773 0.649
N -0.501 -1.004 0.398
H -2.133 0.514 -1.525
H 2.168 0.835 0.293
H 1.367 -1.498 1.066
*
```

***

Below is 4 unconnected molecules or ions with the total composition C5H15NO3 in a non-equilibrium geometry, with properties calculated with the ωB97M-V functional and the def2-TZVPD basis.

Output
* HOMO-LUMO gap: 8.49 eV
* LUMO level: 0.563 eV
* ΔE to the lowest compared entry with this formula, charge and spin: 88.08 kcal per mole

```
! wB97M-V def2-TZVPD RIJCOSX def2/J DEFGRID3
* xyz 0 1
C -0.263 -1.802 2.959
C 0.141 -1.055 1.956
C -0.701 0.154 1.636
N -0.054 1.363 1.123
C -0.265 1.595 -0.222
C 0.376 2.558 -0.948
H 0.320 -2.712 3.260
H -1.100 -1.528 3.502
H 1.026 -1.182 1.311
H -1.464 -0.152 1.012
H -1.029 0.518 2.661
H 0.780 1.601 1.640
H -0.935 1.036 -0.791
H 1.211 3.203 -0.714
H 0.121 2.678 -1.995
O 3.161 -0.198 -0.464
H 3.623 -1.002 -0.648
H 3.554 0.277 0.165
O -1.683 -2.257 -1.932
H -1.203 -2.651 -1.182
H -1.111 -1.449 -1.966
O -1.146 0.226 -2.651
H -1.210 -0.065 -3.487
H -0.592 1.016 -2.541
*
```